{"formula": "C48H37IrN3OP2SbSe4", "method": "ωB97M-V/def2-TZVPD", "species": ["Ir", "O", "C", "C", "C", "C", "C", "C", "P", "C", "C", "C", "C", "C", "C", "C", "C", "C", "C", "C", "C", "C", "C", "C", "C", "C", "C", "P", "C", "C", "C", "C", "C", "C", "C", "C", "C", "C", "C", "C", "H", "H", "H", "H", "H", "H", "H", "H", "H", "H", "H", "H", "H", "H", "H", "H", "H", "H", "H", "H", "H", "H", "H", "H", "H", "H", "H", "H", "Se", "Sb", "Se", "Se", "Se", "N", "C", "C", "C", "C", "C", "C", "N", "C", "C", "C", "C", "N", "C", "C", "H", "H", "H", "H", "H", "H", "H", "H", "H"], "xyz": [[0.473, 0.661, -0.924], [0.320, -1.709, -1.332], [-0.799, -2.451, -0.854], [-0.633, -3.504, -0.009], [-1.776, -4.138, 0.379], [-3.053, -3.731, 0.022], [-3.219, -2.615, -0.760], [-2.040, -1.915, -1.172], [-2.250, -0.124, -1.696], [-2.008, 0.691, -0.113], [-1.638, 2.097, -0.063], [-1.522, 2.751, 1.214], [-1.929, 2.127, 2.358], [-2.308, 0.756, 2.290], [-2.426, 0.088, 1.136], [-3.991, 0.085, -2.240], [-4.276, -0.012, -3.549], [-5.548, 0.166, -4.045], [-6.591, 0.549, -3.172], [-6.263, 0.748, -1.835], [-4.960, 0.512, -1.394], [1.301, -2.285, -2.050], [1.225, -3.614, -2.485], [2.214, -4.234, -3.191], [3.340, -3.398, -3.482], [3.358, -2.064, -3.096], [2.325, -1.436, -2.432], [2.376, 0.342, -1.960], [2.337, 1.393, -3.367], [1.824, 2.743, -3.176], [1.457, 3.454, -4.288], [1.783, 3.143, -5.583], [2.344, 1.821, -5.765], [2.556, 1.036, -4.673], [3.926, 0.598, -0.994], [4.809, 1.720, -1.112], [6.026, 1.722, -0.480], [6.354, 0.732, 0.447], [5.515, -0.359, 0.600], [4.309, -0.450, -0.152], [0.337, -3.846, 0.355], [-1.748, -4.996, 1.033], [-3.939, -4.350, 0.308], [-4.142, -2.181, -0.937], [-1.406, 2.733, -0.925], [-1.079, 3.740, 1.239], [-1.972, 2.503, 3.358], [-2.640, 0.271, 3.225], [-2.689, -0.967, 1.142], [-3.555, -0.570, -4.209], [-5.809, -0.033, -5.113], [-7.612, 0.597, -3.487], [-6.997, 0.967, -1.053], [-4.809, 0.604, -0.369], [0.289, -4.122, -2.285], [2.173, -5.246, -3.569], [4.197, -3.812, -3.986], [4.257, -1.466, -3.302], [1.522, 3.105, -2.184], [1.042, 4.443, -4.066], [1.610, 3.719, -6.400], [2.510, 1.272, -6.739], [2.730, -0.003, -4.935], [4.491, 2.427, -1.890], [6.630, 2.548, -0.648], [7.211, 0.829, 1.119], [5.745, -1.206, 1.305], [3.646, -1.367, 0.033], [-2.001, -2.874, -4.268], [0.108, -2.233, -5.444], [-0.850, 0.747, -3.043], [-0.181, -4.667, -5.970], [-0.150, -0.503, -7.135], [0.631, 1.894, 6.372], [-0.293, 1.519, 7.209], [-0.759, 2.100, 8.374], [-1.833, 1.507, 9.049], [-2.317, 0.226, 8.653], [-1.694, -0.405, 7.636], [-0.725, 0.285, 6.872], [-0.079, -0.163, 5.674], [0.703, 0.843, 5.364], [1.173, 0.841, 3.967], [1.353, 2.076, 3.263], [1.399, 2.005, 1.865], [1.183, 0.844, 1.164], [1.089, -0.361, 1.852], [1.076, -0.399, 3.202], [1.151, 2.797, 6.356], [-0.439, 3.107, 8.714], [-2.084, 2.051, 9.908], [-3.104, -0.358, 9.163], [-2.089, -1.380, 7.502], [1.705, 3.028, 3.701], [1.842, 2.730, 1.106], [1.194, -1.282, 1.395], [1.059, -1.454, 3.476]], "lowdin_charge": [0.79, -0.17, -0.28, 0.00, -0.05, -0.05, -0.07, -0.30, 0.67, -0.41, -0.13, -0.08, -0.03, -0.05, -0.08, -0.37, -0.14, -0.04, -0.04, -0.05, -0.09, -0.32, -0.09, -0.07, -0.05, -0.10, -0.28, 0.89, -0.41, -0.13, -0.11, -0.01, -0.07, -0.15, -0.31, -0.06, -0.07, -0.07, -0.07, -0.10, 0.15, 0.12, 0.14, 0.09, 0.08, 0.11, 0.12, 0.13, 0.11, 0.06, 0.13, 0.10, 0.12, 0.09, 0.11, 0.11, 0.11, 0.13, 0.10, 0.12, 0.08, 0.11, 0.09, 0.11, 0.09, 0.12, 0.13, 0.13, 0.12, 0.12, 0.50, 0.17, 0.08, 0.16, -0.32, -0.02, -0.08, -0.11, -0.04, -0.20, 0.16, -0.25, -0.16, -0.05, -0.20, -0.16, -0.20, -0.05, 0.18, 0.12, 0.08, 0.11, 0.10, 0.11, 0.12, 0.06, 0.11], "multiplicity": 6, "homo_lumo_gap_ev": [3.911, 4.072], "e_homo_ev": [-6.851, -9.348], "s_squared": 8.7973, "lumo_energy_ev": [-2.940, -5.276], "relative_energy_kcal_mol": 105.76, "charge": 1}

***

{"formula": "C3BrF4N", "method": "ωB97M-V/def2-TZVPD", "species": ["C", "C", "C", "N", "F", "F", "F", "F", "Br"], "xyz": [[-1.262, 0.550, -1.109], [0.087, 0.638, -1.508], [0.589, -0.581, 1.950], [-2.341, 0.551, -0.791], [1.058, 1.064, -0.682], [1.025, -0.839, 0.712], [-0.727, -0.326, 1.991], [0.997, -1.566, 2.740], [0.574, 0.509, -3.304]], "lowdin_charge": [-0.28, -0.74, -0.34, 0.19, -0.01, 0.10, 0.12, 0.13, 0.83], "multiplicity": 3, "homo_lumo_gap_ev": [9.546, 10.400], "e_homo_ev": [-9.236, -11.882], "s_squared": 2.0130, "lumo_energy_ev": [0.310, -1.482], "charge": 0}

***

F_max values (in hartree/bohr) by entry order: 0.1176; 0.0970.